{"formula": "C5H14N2S", "method": "ωB97M-V with the def2-TZVPD basis set", "lumo_ev": -0.488, "de_lowest_kcal_mol": 77.3, "molar_mass_g_mol": 134.248, "e_homo_ev": -8.6029, "e_tot_ha": -706.46686, "symbols": ["C", "C", "S", "N", "H", "H", "H", "H", "H", "H", "C", "C", "C", "N", "H", "H", "H", "H", "H", "H", "H", "H"], "coordinates": [[-0.32632, -2.39764, 2.10806], [-1.24207, -1.97924, 0.97176], [-0.35423, -2.04739, -0.64530], [0.75790, -1.43839, 2.28777], [0.12803, -3.35755, 1.86449], [-0.87027, -2.45961, 3.07125], [-1.72926, -1.04906, 1.21965], [-2.11777, -2.64652, 0.91186], [0.32607, -0.47703, 2.35607], [1.26157, -1.40962, 1.38854], [-0.39696, 3.08171, -0.61137], [-0.03010, 1.87779, -1.47009], [0.97659, 1.02180, -1.27502], [1.55063, 0.26926, -2.35802], [0.18940, 3.03140, 0.31797], [-0.05960, 4.03055, -1.11435], [-1.46095, 3.15859, -0.44779], [-0.43476, 1.88142, -2.49545], [1.54868, 1.08453, -0.37455], [1.13917, 0.57849, -3.23153], [1.29648, -0.71219, -2.20387], [-0.15226, -0.04129, -0.27006]], "atomic_forces_ev_per_a": [[-0.013, 0.469, 0.273], [-0.933, -1.601, 0.056], [-0.321, 3.652, 1.270], [-0.023, 1.424, -0.371], [-0.109, -0.142, 0.200], [0.097, -0.163, -0.514], [0.266, 0.714, -0.309], [0.423, -0.237, -0.111], [0.625, -1.271, 0.075], [-0.115, -0.016, 0.554], [1.352, -0.174, -0.440], [-0.315, 1.534, -0.711], [0.488, 0.127, -1.085], [-0.845, -0.046, 1.308], [-0.531, 0.057, -0.014], [-0.364, -0.921, 0.238], [-0.254, -0.004, 0.254], [-0.245, -0.155, 0.552], [0.411, -0.234, 0.550], [-0.072, -0.178, 0.040], [0.400, 0.083, -0.209], [0.078, -2.920, -1.606]], "lowdin_charge": [-0.401, -0.655, 0.548, -0.051, 0.095, 0.111, 0.047, 0.055, 0.076, 0.021, -0.089, -0.165, -0.337, 0.036, 0.074, 0.092, 0.062, 0.115, 0.105, 0.072, 0.015, 0.174]}